The following is a quantum chemistry calculation of C50H42LuN6O6P2 as an isolated structure, from the OMol25 dataset.

Structure (XYZ):
```
107
Properties=species:S:1:pos:R:3:lowdin_charge:R:1
Lu -0.489 0.274 -0.232 1.569
O -1.972 -3.892 -1.711 0.076
C -1.711 -4.548 -0.567 -0.251
C -2.150 -5.869 -0.484 -0.004
C -1.887 -6.625 0.638 -0.067
C -1.161 -6.089 1.700 -0.085
C -0.712 -4.790 1.626 -0.033
C -0.997 -3.991 0.511 -0.084
C -0.539 -2.597 0.485 -0.408
O -1.160 -1.718 -0.247 -0.228
N 0.531 -2.300 1.196 0.090
N 0.899 -1.001 1.021 -0.105
C 2.135 -0.689 1.162 -0.033
C 2.568 0.650 0.785 -0.245
C 3.891 1.045 0.922 0.013
C 4.276 2.297 0.475 -0.020
C 3.320 3.125 -0.088 -0.023
C 2.018 2.666 -0.171 -0.133
N 1.633 1.465 0.252 0.022
H -1.691 -2.969 -1.629 0.082
H -2.696 -6.280 -1.323 0.123
H -2.240 -7.647 0.685 0.110
H -0.948 -6.693 2.571 0.103
H -0.124 -4.355 2.423 0.107
H 2.862 -1.437 1.466 0.143
H 4.609 0.354 1.346 0.125
H 5.305 2.617 0.561 0.122
H 3.577 4.106 -0.459 0.119
H 1.244 3.286 -0.607 0.113
O -0.344 2.334 -6.110 0.159
C -0.947 1.609 -5.169 -0.476
O -1.302 0.483 -5.359 0.160
C -1.164 2.252 -3.832 -0.073
C -2.114 3.156 -3.415 0.020
N -2.052 3.209 -2.073 0.033
N -1.110 2.392 -1.575 0.021
C -0.563 1.810 -2.641 -0.191
C 0.666 0.916 -2.496 -0.623
O 1.718 1.369 -2.880 0.127
O 0.427 -0.211 -1.923 -0.141
H -0.040 3.187 -5.782 0.128
H -2.828 3.737 -3.976 0.147
H -2.566 3.814 -1.452 0.130
C -2.571 -0.678 2.364 -0.325
N -2.187 -0.019 3.597 -0.187
C -2.212 1.420 3.476 -0.348
P -1.199 2.043 2.027 1.056
C 0.327 2.386 2.973 -0.388
C 0.764 1.373 3.830 -0.102
C 1.927 1.533 4.564 -0.064
C 2.663 2.703 4.452 -0.072
C 2.234 3.711 3.602 -0.071
C 1.076 3.552 2.855 -0.122
C -2.062 3.646 1.869 -0.363
C -3.083 3.715 0.920 -0.149
C -3.850 4.862 0.784 -0.077
C -3.602 5.956 1.602 -0.065
C -2.611 5.883 2.569 -0.057
C -1.845 4.734 2.709 -0.078
C -2.699 -0.577 4.800 -0.239
C -3.402 0.180 5.732 -0.028
C -3.899 -0.413 6.886 -0.076
C -3.704 -1.761 7.128 -0.088
C -2.974 -2.512 6.216 -0.076
C -2.466 -1.927 5.071 -0.031
P -4.193 0.006 1.640 1.120
C -4.081 -0.740 -0.029 -0.367
C -3.357 -0.004 -0.978 -0.192
C -3.243 -0.441 -2.292 -0.068
C -3.876 -1.611 -2.682 -0.060
C -4.624 -2.325 -1.761 -0.051
C -4.729 -1.897 -0.445 -0.057
C -5.376 -1.015 2.591 -0.381
C -5.256 -2.392 2.788 -0.110
C -6.175 -3.067 3.574 -0.067
C -7.213 -2.378 4.187 -0.070
C -7.332 -1.008 4.012 -0.074
C -6.421 -0.334 3.213 -0.108
H -2.655 -1.750 2.505 0.079
H -1.780 -0.515 1.623 -0.010
H -1.793 1.875 4.374 0.106
H -3.225 1.815 3.324 0.067
H 0.173 0.468 3.939 0.102
H 2.253 0.746 5.232 0.112
H 3.569 2.830 5.031 0.109
H 2.802 4.630 3.527 0.111
H 0.754 4.344 2.190 0.104
H -3.310 2.836 0.328 0.060
H -4.649 4.897 0.053 0.112
H -4.196 6.855 1.499 0.112
H -2.435 6.723 3.228 0.113
H -1.085 4.688 3.479 0.104
H -3.587 1.233 5.566 0.103
H -4.451 0.192 7.593 0.107
H -4.105 -2.220 8.021 0.104
H -2.789 -3.562 6.405 0.107
H -1.875 -2.521 4.384 0.110
H -2.975 0.982 -0.703 0.040
H -2.701 0.137 -3.032 0.094
H -3.784 -1.956 -3.703 0.122
H -5.125 -3.235 -2.066 0.120
H -5.333 -2.459 0.253 0.097
H -4.444 -2.947 2.333 0.104
H -6.081 -4.136 3.711 0.110
H -7.930 -2.911 4.798 0.108
H -8.133 -0.467 4.499 0.107
H -6.517 0.736 3.069 0.095
```

Its orbital gap is 0.24398 Eh. The value obtained for the HOMO energy is -10.02 eV. As for the energy above the lowest of the compared OMol25 structures with the same formula, charge and spin: 107.7 kJ/mol. The charge is +1.



The following is a quantum chemistry calculation of a 8-piece molecular cluster, C34H56ClF12N9O8S2 overall, from the OMol25 dataset.

Structure (XYZ):
```
122
Properties=species:S:1:pos:R:3:lowdin_charge:R:1
C 23.592 11.275 15.634 -0.059
C 22.233 10.822 15.097 -0.168
N 21.138 11.782 15.191 -0.031
C 20.361 12.086 16.314 0.055
C 19.494 13.165 15.932 -0.015
N 19.695 13.451 14.643 -0.085
C 20.772 12.671 14.200 -0.001
C 19.136 14.570 13.895 -0.018
H 24.333 10.488 15.498 0.072
H 23.402 11.604 16.656 0.069
H 24.114 12.087 15.128 0.067
H 21.950 9.887 15.579 0.138
H 22.394 10.642 14.034 0.084
H 20.458 11.578 17.262 0.113
H 18.764 13.683 16.536 0.132
H 21.402 12.945 13.367 0.101
H 19.951 15.000 13.313 0.052
H 18.861 15.317 14.639 0.077
H 18.204 14.308 13.393 0.105
C 27.874 8.871 11.113 -0.050
C 26.567 8.632 11.957 -0.152
N 25.419 9.405 11.524 -0.064
C 24.145 9.098 11.957 0.000
C 23.256 10.004 11.397 0.002
N 24.001 10.881 10.663 -0.094
C 25.339 10.491 10.689 0.061
C 23.464 11.997 9.974 -0.026
H 28.434 9.767 11.381 0.079
H 27.587 9.034 10.074 0.065
H 28.556 8.023 11.056 0.083
H 26.799 8.635 13.022 0.132
H 26.194 7.615 11.839 0.125
H 24.083 8.328 12.713 0.141
H 22.182 9.990 11.503 0.147
H 26.150 10.929 10.125 0.157
H 22.837 12.577 10.652 0.033
H 22.845 11.647 9.148 0.112
H 24.237 12.664 9.591 0.105
C 23.702 16.555 10.981 -0.068
C 22.336 16.072 11.509 -0.210
N 22.033 16.571 12.824 -0.059
C 22.759 16.377 13.968 0.001
C 22.048 17.010 15.008 0.021
N 20.910 17.562 14.467 -0.056
C 20.889 17.327 13.139 0.034
C 19.824 18.265 15.124 0.029
H 23.670 17.641 10.890 0.078
H 24.027 16.221 9.996 0.074
H 24.535 16.419 11.670 0.062
H 22.264 14.987 11.431 0.041
H 21.592 16.431 10.798 0.127
H 23.671 15.801 13.911 0.128
H 22.379 17.162 16.024 0.090
H 20.165 17.688 12.423 0.136
H 19.058 17.505 15.276 0.070
H 19.363 19.003 14.468 0.093
H 19.954 18.716 16.107 0.097
C 10.570 20.104 14.054 -0.060
C 11.139 18.661 14.416 -0.141
N 12.618 18.599 14.295 -0.053
C 13.345 18.556 13.072 0.030
C 14.668 18.509 13.449 0.029
N 14.734 18.568 14.850 -0.099
C 13.526 18.781 15.370 0.037
C 15.946 18.386 15.600 0.013
H 9.519 20.148 14.339 0.072
H 10.588 20.410 13.008 0.068
H 11.133 20.901 14.539 0.072
H 10.634 17.919 13.798 0.122
H 10.941 18.464 15.470 0.114
H 12.947 18.654 12.073 0.135
H 15.552 18.449 12.833 0.107
H 13.285 18.905 16.415 0.164
H 15.662 17.871 16.517 0.105
H 16.471 19.325 15.780 0.118
H 16.604 17.686 15.084 0.095
Cl 20.091 13.360 10.773 -0.485
C 24.247 21.710 17.737 -0.633
F 24.202 22.532 16.629 0.089
F 24.565 20.497 17.310 0.127
F 25.050 22.122 18.698 0.165
S 22.427 21.569 18.338 0.676
O 22.174 22.844 18.990 -0.315
O 21.526 21.292 17.193 -0.335
N 22.600 20.351 19.489 -0.293
S 21.609 19.291 19.004 0.545
O 20.187 19.622 18.842 -0.341
O 22.153 18.518 17.888 -0.365
C 21.636 18.072 20.555 -0.568
F 20.956 16.949 20.240 0.109
F 22.897 17.731 20.894 0.117
F 21.004 18.796 21.538 0.085
C 17.782 19.427 11.332 -0.531
O 17.338 19.185 10.042 -0.090
O 17.763 18.229 12.010 -0.241
C 19.020 20.405 11.286 -0.626
F 19.230 20.789 12.561 0.105
F 20.151 19.874 10.941 0.162
F 18.932 21.483 10.545 0.170
C 16.232 19.982 9.506 -0.210
C 15.753 19.431 8.105 -0.059
H 16.279 18.548 7.739 0.070
H 14.696 19.179 8.025 0.056
H 15.972 20.206 7.371 0.058
H 16.425 21.049 9.619 0.104
H 15.353 19.954 10.149 0.082
H 17.050 19.966 11.932 0.114
C 21.895 12.129 19.768 -0.467
O 22.780 12.822 18.841 -0.116
O 21.801 10.837 19.257 -0.263
C 22.329 12.343 21.236 -0.602
F 23.594 12.001 21.447 0.144
F 22.223 13.613 21.625 0.130
F 21.597 11.625 22.112 0.124
C 22.766 14.207 18.806 -0.290
C 23.333 14.669 17.443 -0.056
H 24.419 14.580 17.472 0.074
H 23.000 14.119 16.563 0.043
H 23.152 15.720 17.219 0.038
H 23.286 14.715 19.618 0.113
H 21.752 14.592 18.910 0.103
H 20.910 12.597 19.777 0.123
```

Its orbital gap is 0.17014 Eh. The value obtained for the HOMO energy is -6.06 eV.



The following is a quantum chemistry calculation of a 2-piece molecular cluster, C9H24BN2O2 overall, from the OMol25 dataset.

Structure (XYZ):
```
38
Properties=species:S:1:pos:R:3:lowdin_charge:R:1
B 4.877 -1.801 -3.212 -0.596
N 3.488 -1.777 -3.900 0.017
C 2.662 -0.945 -3.404 -0.471
C 2.906 0.589 -3.192 -0.088
C 1.221 -1.443 -2.992 -0.075
H 5.145 -0.818 -2.563 -0.031
H 5.011 -2.753 -2.468 -0.034
H 5.719 -1.927 -4.092 -0.040
H 3.634 0.953 -3.943 0.070
H 1.921 1.100 -3.241 0.052
H 3.321 0.726 -2.163 0.060
H 0.560 -1.164 -3.860 0.062
H 0.814 -0.878 -2.114 0.036
H 1.158 -2.542 -2.903 0.058
C -4.310 1.717 2.468 -0.120
O -3.066 1.674 3.145 -0.200
C -2.811 0.416 3.766 -0.218
C -1.617 -0.262 3.110 -0.216
N -1.944 -0.697 1.756 -0.055
C -0.783 -1.150 0.986 -0.192
C 0.275 -0.103 0.629 -0.223
O -0.186 0.892 -0.273 -0.184
C -0.800 2.011 0.338 -0.103
H -4.456 2.733 2.100 0.086
H -4.314 1.035 1.612 0.081
H -5.132 1.469 3.145 0.084
H -3.691 -0.233 3.752 0.119
H -2.567 0.622 4.813 0.117
H -1.323 -1.131 3.706 0.121
H -0.785 0.453 3.109 0.106
H -2.374 0.074 1.261 0.068
H -1.170 -1.562 0.050 0.119
H -0.303 -1.976 1.519 0.119
H 1.080 -0.626 0.106 0.115
H 0.736 0.350 1.514 0.111
H -0.376 2.232 1.322 0.088
H -1.880 1.864 0.419 0.068
H -0.637 2.876 -0.308 0.087
```

Its orbital gap is 0.18060 Eh. The value obtained for the HOMO energy is -2.53 eV. The charge is -1.



The following is a quantum chemistry calculation of C24H19AsMoO4S5SbSe as an isolated structure, from the OMol25 dataset.

Structure (XYZ):
```
56
Properties=species:S:1:pos:R:3:lowdin_charge:R:1
Mo -0.915 2.124 -0.466 0.662
S -5.134 2.816 1.866 -0.128
Sb -3.303 4.036 1.930 0.740
S -1.338 2.308 1.818 -0.042
S 0.927 3.349 0.297 0.126
S -0.005 0.961 -2.216 0.704
C 0.102 -0.802 -2.061 -0.620
C 0.612 -1.520 -3.138 -0.103
C 0.666 -2.903 -3.063 -0.067
C 0.221 -3.567 -1.925 -0.069
C -0.267 -2.843 -0.848 -0.077
C -0.325 -1.459 -0.917 -0.389
As -0.836 -0.274 0.511 1.193
C -2.374 -1.021 1.376 -0.370
C -3.594 -0.366 1.286 -0.130
C -4.709 -0.917 1.903 -0.073
C -4.602 -2.113 2.597 -0.071
C -3.375 -2.761 2.691 -0.077
C -2.256 -2.214 2.085 -0.115
C 0.622 -0.525 1.749 -0.367
C 1.882 -0.823 1.245 -0.105
C 2.966 -0.911 2.105 -0.076
C 2.790 -0.705 3.466 -0.074
C 1.529 -0.413 3.969 -0.068
C 0.442 -0.316 3.112 -0.127
H 0.955 -0.997 -4.022 0.106
H 1.054 -3.469 -3.900 0.109
H 0.257 -4.647 -1.879 0.107
H -0.607 -3.361 0.040 0.099
H -3.683 0.583 0.772 0.033
H -5.654 -0.392 1.851 0.097
H -5.473 -2.537 3.081 0.106
H -3.288 -3.686 3.247 0.105
H -1.294 -2.702 2.191 0.100
H 2.022 -0.986 0.183 0.093
H 3.949 -1.141 1.713 0.103
H 3.636 -0.774 4.137 0.106
H 1.391 -0.255 5.030 0.108
H -0.538 -0.077 3.503 0.091
S 1.960 3.919 -1.386 0.529
C 2.835 2.458 -1.903 -0.662
C 3.319 1.502 -1.016 -0.140
C 3.981 0.383 -1.502 -0.090
C 4.181 0.217 -2.866 -0.089
C 3.717 1.183 -3.748 -0.088
C 3.039 2.295 -3.270 -0.139
H 3.169 1.626 0.049 0.081
H 4.356 -0.358 -0.806 0.098
H 4.701 -0.656 -3.238 0.103
H 3.866 1.066 -4.813 0.106
H 2.647 3.033 -3.960 0.108
O -1.281 3.749 -1.743 -0.613
Se -2.944 3.794 -1.461 0.838
O -3.885 4.098 -2.690 -0.349
O -2.934 2.225 -0.820 -0.647
O -3.180 4.766 -0.146 -0.681
```

Its orbital gap (alpha / beta) is 0.22919 / 0.23807 Eh. The expectation value of S² is 0.767. The value obtained for the HOMO energy (alpha / beta) is -8.15 / -8.14 eV. As for the energy above the lowest of the compared OMol25 structures with the same formula, charge and spin: 5.9 kJ/mol. The multiplicity is 2.



Strongest force on any atom values (in hartree/bohr) by entry order: 0.047 0.096 0.057 0.004.